The following is a quantum chemistry calculation of one molecule with the formula C6H4N2O at a distorted geometry, from the Open Molecules 2025 dataset.

XYZ file:
```
13
Properties=species:S:1:pos:R:3:lowdin_spin:R:1
C -0.02 1.10 -0.71 0.0603
C 0.52 -0.22 -0.78 0.4365
C -1.15 1.46 -0.10 0.0494
C 1.63 -0.50 -0.11 0.1787
C 2.51 -1.33 0.56 0.5220
C -2.56 -0.49 0.69 0.0069
N 2.40 -0.12 1.02 0.6458
N -2.02 0.50 0.35 0.0134
O -3.18 -1.45 0.97 0.0072
H 0.45 1.93 -1.20 0.0169
H 0.12 -0.99 -1.40 0.0176
H -1.52 2.41 -0.15 0.0027
H 2.81 -2.29 0.87 0.0428
```

The spin multiplicity is 3. As for the HOMO-LUMO gap (alpha / beta): 6.598 / 7.298 eV. The value obtained for the energy above the lowest of the compared OMol25 structures with the same formula, charge and spin is 49.98 kcal per mole. Its expectation value of S² is 2.026. As for the total charge: 0.


The following is a quantum chemistry calculation of C39H43BiN8O5S2 as an isolated structure at a distorted geometry, from the Open Molecules 2025 dataset.

XYZ file:
```
98
Properties=species:S:1:pos:R:3:mulliken_charge:R:1
Bi -0.05 0.21 0.31 3.5535
C 3.40 -4.68 4.10 -1.5630
C 2.58 -4.00 3.06 -0.0885
C 2.81 -4.19 1.71 -0.7681
C 1.98 -3.64 0.71 1.4897
C 2.29 -4.05 -0.61 -0.7242
N 1.47 -4.32 -1.61 0.0657
C 0.04 -4.49 -1.53 -1.1698
C -0.72 -3.52 -2.43 1.6835
C -0.34 -3.63 -3.92 -1.4563
N 0.63 -2.62 -4.29 0.1291
C 0.38 -1.33 -4.25 -0.7944
C -0.96 -0.84 -3.99 0.1093
C -1.96 -0.97 -4.94 -0.2323
C -3.27 -0.55 -4.68 0.1447
C -4.35 -0.74 -5.70 -1.6787
C -3.53 -0.03 -3.44 -1.0611
C -2.56 0.09 -2.43 0.9538
C -3.04 0.55 -1.17 -0.2962
N -2.41 0.66 -0.06 -0.3043
C -3.15 1.12 1.09 -0.9593
C -3.27 0.05 2.18 -0.9123
C -2.03 -0.10 3.06 -0.8398
N -0.96 -0.78 2.39 0.2931
C -0.35 -1.73 2.99 -0.7256
C 0.73 -2.52 2.47 0.6379
C 1.51 -3.19 3.41 -0.5255
C 0.95 -2.71 1.07 -0.0067
O 0.29 -2.08 0.16 -1.3448
C -1.22 -0.29 -2.70 0.1600
O -0.20 -0.24 -1.88 -1.0478
H 3.72 -5.66 3.76 0.4100
H 2.84 -4.81 5.02 0.4146
H 4.29 -4.10 4.34 0.2430
H 3.61 -4.85 1.41 0.6086
H 3.33 -4.26 -0.82 0.5005
H 1.90 -4.66 -2.46 0.4095
H -0.27 -4.32 -0.50 0.1941
H -0.19 -5.53 -1.80 0.5861
H -0.50 -2.52 -2.06 -1.0464
H -1.78 -3.69 -2.30 0.4652
H -1.24 -3.49 -4.52 0.2974
H 0.06 -4.62 -4.15 0.6559
H 1.57 -2.92 -4.53 0.3917
H 1.21 -0.65 -4.36 0.6120
H -1.72 -1.36 -5.91 0.5501
H -3.94 -0.79 -6.71 0.4069
H -5.08 0.05 -5.65 0.4271
H -4.87 -1.68 -5.51 0.3174
H -4.54 0.27 -3.21 0.5502
H -4.10 0.82 -1.19 0.2754
H -4.17 1.41 0.78 0.5863
H -2.65 2.00 1.50 0.1793
H -3.49 -0.92 1.72 0.3741
H -4.10 0.31 2.83 0.4373
H -2.30 -0.62 3.99 0.5569
H -1.66 0.89 3.34 0.1469
H -0.65 -1.99 4.01 0.4031
H 1.27 -3.06 4.46 0.5815
C 5.03 -1.78 1.05 -0.8177
N 4.24 -1.13 2.05 0.4807
C 4.46 -1.18 3.40 -0.9483
C 3.59 -0.35 3.99 -0.7448
N 2.83 0.25 3.00 0.6539
C 3.23 -0.27 1.79 -0.1216
S 2.70 0.04 0.22 -0.4908
C 2.03 1.38 3.26 -0.1159
C 2.44 2.26 4.26 -0.8461
C 1.66 3.36 4.53 -0.9020
C 0.49 3.56 3.80 -1.0424
C 0.19 2.64 2.82 -0.3377
N 0.93 1.56 2.55 0.7618
H 5.50 -2.67 1.48 0.3332
H 5.81 -1.11 0.67 0.3651
H 4.39 -2.06 0.22 0.2248
H 5.22 -1.80 3.82 0.6862
H 3.42 -0.15 5.03 0.6856
H 3.37 2.10 4.78 0.7006
H 1.95 4.07 5.29 0.4728
H -0.16 4.40 3.98 0.5146
H -0.70 2.75 2.21 0.3220
N 0.11 2.55 -0.92 -0.3791
C 1.39 3.13 -1.15 0.1042
C 1.83 3.42 -2.44 -0.7738
C 3.07 4.01 -2.62 -0.7869
C 3.85 4.28 -1.52 -0.1407
C 3.45 3.97 -0.24 -0.9343
C 2.21 3.38 -0.06 0.2851
S 5.49 5.10 -1.70 1.2280
O 5.21 6.32 -0.98 -0.6548
O 6.30 4.11 -1.02 -0.6688
O 5.66 5.21 -3.13 -0.6813
H -0.38 2.38 -1.79 0.1523
H -0.46 3.12 -0.31 0.3097
H 1.21 3.20 -3.29 0.4069
H 3.45 4.29 -3.59 0.5826
H 4.10 4.19 0.58 0.3951
H 1.87 3.13 0.93 0.4661
```

As for the HOMO-LUMO gap: 3.702 eV. The value obtained for the energy above the lowest of the compared OMol25 structures with the same formula, charge and spin is 63.71 kcal per mole. As for the total charge: +2.


The following is a quantum chemistry calculation of C3H3LaLiO as an isolated structure at a distorted geometry, from the Open Molecules 2025 dataset.

XYZ file:
```
9
Properties=species:S:1:pos:R:3:lowdin_spin:R:1
C 2.01 -0.11 0.93 0.5812
O 1.36 0.20 1.88 0.2813
Li -0.60 0.52 1.58 0.0039
H 3.13 -0.19 0.91 0.1035
La -1.53 -0.05 -3.54 0.0027
C -0.62 0.07 -0.89 0.0108
C -1.62 -0.21 0.00 0.0089
H 0.07 0.90 -0.62 0.0071
H -2.20 -1.12 -0.24 0.0007
```

The spin multiplicity is 2. As for the HOMO-LUMO gap (alpha / beta): 5.028 / 5.025 eV. Its expectation value of S² is 0.753. As for the total charge: +2.


The following is a quantum chemistry calculation of a 2-piece molecular cluster, C3H7N3 overall at a distorted geometry, from the Open Molecules 2025 dataset.

XYZ file:
```
13
Properties=species:S:1:pos:R:3:nbo_charge:R:1
N -1.97 -0.35 0.06 -0.8621
C -0.83 0.55 -0.08 -0.3298
C 0.43 -0.10 0.41 0.3004
N 0.50 -1.39 0.38 -0.6585
C 2.58 1.14 -0.65 -0.2605
N 3.57 1.73 -0.48 -0.5927
H -2.75 0.13 0.49 0.3864
H -2.30 -0.70 -0.83 0.3741
H -0.97 1.49 0.46 0.2361
H -0.62 0.83 -1.12 0.2604
H 1.31 0.48 0.68 0.2948
H -0.32 -1.93 0.10 0.4214
H 1.37 -1.88 0.58 0.4300
```

As for the HOMO-LUMO gap: 8.002 eV. The value obtained for the energy above the lowest of the compared OMol25 structures with the same formula, charge and spin is 64.62 kcal per mole. As for the total charge: 0.


The following is a quantum chemistry calculation of one molecule with the formula C4H6FNS2 at a distorted geometry, from the Open Molecules 2025 dataset.

XYZ file:
```
14
Properties=species:S:1:pos:R:3:nbo_charge:R:1
N 2.79 -0.48 -0.55 -0.8690
C 1.86 -0.11 0.50 -0.2758
C 0.48 0.63 0.10 -0.3262
S -0.05 2.01 -0.16 0.1652
S -0.62 -0.85 -0.14 0.2268
C -2.20 -0.21 -0.67 -0.4825
C -3.05 -0.01 0.31 0.2641
F -4.30 0.19 -0.09 -0.3332
H 3.21 0.43 -1.12 0.3887
H 3.46 -1.19 -0.06 0.3866
H 2.47 0.56 1.15 0.1920
H 1.43 -1.03 1.02 0.2110
H -2.52 0.06 -1.74 0.2538
H -2.96 -0.01 1.44 0.1986
```

Its SMILES is NCC(=S)S/C=C/F. As for the HOMO-LUMO gap: 8.526 eV. The value obtained for the energy above the lowest of the compared OMol25 structures with the same formula, charge and spin is 67.91 kcal per mole. As for the total charge: 0.


The following is a quantum chemistry calculation of a 2-piece molecular cluster, C3H9N2P overall at a distorted geometry, from the Open Molecules 2025 dataset.

XYZ file:
```
15
Properties=species:S:1:pos:R:3:nbo_charge:R:1
C 0.34 -0.57 -1.07 -0.3475
C -0.09 -0.52 0.36 -0.1735
C -0.31 -1.96 0.88 -0.6140
N 1.23 -0.20 0.05 -0.1551
N 0.97 2.55 0.56 -1.0036
P -0.16 2.71 -0.51 0.7676
H 0.40 -1.52 -1.50 0.2130
H -0.11 0.19 -1.80 0.2072
H -0.74 0.20 0.88 0.2137
H 0.45 -2.65 0.55 0.2159
H -1.22 -2.45 0.37 0.2115
H -0.41 -2.14 1.94 0.2151
H 0.67 2.30 1.54 0.3775
H -1.35 1.99 -0.60 -0.0777
H 0.33 2.09 -1.66 -0.0501
```

As for the HOMO-LUMO gap (alpha / beta): 8.992 / 7.767 eV. The value obtained for the energy above the lowest of the compared OMol25 structures with the same formula, charge and spin is 121.39 kcal per mole. As for the total charge: 0.


For reference, DFT total energy by record: -415.5340; -3336.6346; -229.5978; -282.6713; -1106.8932; -570.3546 Eh.